# 1
DFT (wB97M-V/def2-TZVPD) results for a structure of composition C30H28BrF4N3O2PPbSe2.

For the LUMO energy, the calculation gives -3.04 eV. Its gap between HOMO and LUMO is 7.36 eV. As for the net charge: +1.

Element x y z (Å)
Pb1 -0.949 -0.919 -1.324
C1 -1.319 2.856 -2.730
C2 -2.250 1.716 -3.102
N1 -1.627 0.381 -3.339
C3 -2.653 -0.432 -4.055
C4 -2.382 -1.927 -4.119
C5 -0.395 0.465 -4.161
C6 0.883 0.628 -3.352
N2 0.956 -0.410 -2.322
C7 2.172 -0.990 -2.039
C8 2.218 -2.230 -1.387
F1 1.033 -2.783 -0.998
C9 3.377 -2.932 -1.140
F2 3.290 -4.114 -0.529
C10 4.603 -2.428 -1.522
C11 4.598 -1.186 -2.125
F3 5.757 -0.622 -2.480
C12 3.438 -0.470 -2.354
F4 3.566 0.767 -2.869
H1 -1.930 3.724 -2.486
H2 -0.666 3.139 -3.554
H3 -0.696 2.637 -1.866
H4 -3.000 1.580 -2.320
H5 -2.789 1.995 -4.015
H6 -2.753 -0.025 -5.067
H7 -3.607 -0.259 -3.553
H8 -1.373 -2.165 -4.457
H9 -3.073 -2.381 -4.828
H10 -2.551 -2.422 -3.161
H11 -0.495 1.274 -4.892
H12 -0.310 -0.465 -4.719
H13 0.966 1.628 -2.926
H14 1.702 0.527 -4.064
H15 5.523 -2.964 -1.341
Se1 -0.164 -1.531 2.204
P1 -1.542 0.254 2.189
Se2 -1.324 1.460 0.426
C13 -3.104 -0.612 2.373
C14 -3.309 -1.347 3.544
C15 -4.472 -2.084 3.692
C16 -5.430 -2.077 2.685
C17 -5.229 -1.337 1.528
C18 -4.062 -0.604 1.366
C19 -1.264 1.218 3.673
C20 0.025 1.393 4.169
C21 0.225 2.204 5.274
C22 -0.856 2.840 5.872
C23 -2.139 2.667 5.372
C24 -2.350 1.856 4.268
H16 -2.574 -1.330 4.341
H17 -4.636 -2.656 4.595
H18 -6.341 -2.646 2.808
H19 -5.985 -1.323 0.755
H20 -3.901 -0.009 0.476
H21 0.867 0.898 3.701
H22 1.222 2.339 5.668
H23 -0.696 3.473 6.734
H24 -2.978 3.161 5.844
H25 -3.351 1.717 3.880
Br1 7.554 -0.548 0.610
C25 5.784 0.082 0.671
C26 5.475 1.346 0.183
N3 4.237 1.835 0.172
C27 3.260 1.069 0.640
C28 3.482 -0.209 1.145
C29 4.775 -0.717 1.166
C30 2.383 -1.075 1.621
O1 2.488 -2.200 2.034
O2 1.182 -0.450 1.574
H26 6.257 1.982 -0.214
H27 2.258 1.481 0.608
H28 4.966 -1.709 1.552

=====

# 2
DFT (wB97M-V/def2-TZVPD) results for the molecule C3H6N2O3.

For the LUMO energy, the calculation gives 0.86 eV. Its gap between HOMO and LUMO is 9.92 eV. The SMILES is CC(=O)O/N=C/NO.

Element x y z (Å)
C1 3.135 -0.347 0.067
C2 1.806 0.190 -0.055
C3 -1.438 -1.005 0.098
H1 3.347 -0.940 0.901
H2 3.256 -1.150 -0.740
H3 4.025 0.435 0.022
H4 -1.404 -2.126 0.514
H5 -3.481 -0.572 -0.624
H6 -1.844 1.222 -0.394
N1 -0.519 -0.082 -0.127
N2 -2.684 -0.337 0.110
O1 1.528 1.376 0.075
O2 0.744 -0.751 -0.155
O3 -2.583 1.004 0.053

=====

# 3
DFT (wB97M-V/def2-TZVPD) results for a structure of composition C30H43AsNO5S5V.

For the LUMO energy (spin up / spin down), the calculation gives 2.33 / 2.32 eV. Its gap between HOMO and LUMO (spin up / spin down) is 4.61 / 5.01 eV. As for the net charge: -1. As for the spin multiplicity: 2. As for the expectation value of S²: 0.888.

Element x y z (Å)
V1 0.195 -0.067 0.280
C1 -1.875 3.265 1.302
O1 -2.015 2.187 0.400
C2 -3.269 2.139 -0.212
C3 -3.353 0.873 -1.059
O2 -2.152 0.504 -1.702
C4 -1.761 1.200 -2.873
C5 -1.041 2.495 -2.592
O3 0.051 2.208 -1.772
C6 0.794 3.362 -1.436
H1 -2.561 3.163 2.152
H2 -0.849 3.251 1.664
H3 -2.078 4.224 0.805
H4 -4.073 2.107 0.538
H5 -3.438 3.039 -0.821
H6 -3.567 0.034 -0.397
H7 -4.164 0.980 -1.791
H8 -1.059 0.528 -3.375
H9 -2.621 1.387 -3.529
H10 -0.715 2.942 -3.543
H11 -1.705 3.215 -2.099
H12 1.181 3.851 -2.340
H13 0.175 4.079 -0.882
H14 1.617 3.040 -0.808
S1 1.205 -1.311 2.030
S2 2.343 -2.658 1.022
S3 2.748 -2.021 -0.622
S4 1.484 -0.694 -1.597
C7 1.142 -5.778 -5.903
C8 0.687 -4.829 -4.822
C9 1.043 -5.031 -3.493
C10 0.551 -4.207 -2.484
C11 -0.292 -3.164 -2.814
C12 -0.625 -2.916 -4.139
C13 -0.144 -3.753 -5.134
S5 -0.955 -2.142 -1.491
C14 -2.589 -2.976 -1.565
O4 -0.363 -2.723 -0.237
H15 2.008 -6.357 -5.579
H16 1.408 -5.241 -6.815
H17 0.343 -6.481 -6.149
H18 1.713 -5.845 -3.234
H19 0.817 -4.362 -1.445
H20 -1.266 -2.077 -4.391
H21 -0.419 -3.568 -6.167
H22 -2.455 -4.053 -1.454
H23 -3.064 -2.736 -2.518
H24 -3.173 -2.568 -0.737
C15 -3.365 -2.378 2.281
As1 -1.441 -1.910 2.168
C16 -0.900 -3.779 2.202
C17 -1.357 -1.228 3.988
O5 -1.598 -0.637 1.040
H25 -3.578 -2.880 3.225
H26 -3.644 -3.050 1.468
H27 -3.974 -1.478 2.210
H28 -1.328 -4.187 3.121
H29 0.178 -3.882 2.191
H30 -1.316 -4.279 1.333
H31 -1.778 -1.971 4.664
H32 -1.971 -0.327 4.006
H33 -0.341 -0.984 4.279
N1 1.128 1.190 0.861
C18 1.881 2.047 1.558
C19 3.318 2.137 1.285
C20 3.829 1.644 0.068
C21 5.183 1.699 -0.219
C22 6.084 2.248 0.689
C23 5.605 2.694 1.918
C24 4.253 2.626 2.220
C25 1.243 2.786 2.656
C26 1.636 4.076 3.060
C27 0.999 4.729 4.106
C28 -0.059 4.130 4.783
C29 -0.482 2.866 4.379
C30 0.148 2.212 3.333
H34 3.141 1.201 -0.641
H35 5.546 1.298 -1.160
H36 7.141 2.308 0.453
H37 6.298 3.084 2.657
H38 3.920 2.925 3.205
H39 2.439 4.575 2.531
H40 1.331 5.721 4.396
H41 -0.545 4.634 5.611
H42 -1.306 2.385 4.898
H43 -0.184 1.236 3.009

=====

# 4
DFT (wB97M-V/def2-TZVPD) results for the molecule C3H3NO2.

For the LUMO energy, the calculation gives -1.27 eV. Its gap between HOMO and LUMO is 8.49 eV. The SMILES is C#CC(=O)NO.

Element x y z (Å)
C1 0.082 0.523 -0.059
C2 -0.988 -0.377 -0.353
C3 -2.341 -0.588 0.191
H1 1.268 -1.783 -0.466
H2 2.043 0.565 0.710
H3 -3.155 -1.102 0.088
N1 1.467 0.080 -0.204
O1 1.264 -1.195 0.220
O2 -0.132 1.746 0.082

=====

# 5
DFT (wB97M-V/def2-TZVPD) results for a structure of composition C14H11Cl5MnN7S2.

For the LUMO energy (spin up / spin down), the calculation gives -1.03 / -0.70 eV. Its gap between HOMO and LUMO (spin up / spin down) is 6.48 / 6.90 eV. As for the spin multiplicity: 5. As for the expectation value of S²: 6.132.

Element x y z (Å)
Mn1 -0.382 0.075 -0.492
C1 -0.685 0.552 4.300
N1 0.656 0.524 3.727
C2 1.684 -0.076 4.578
C3 0.745 0.444 2.366
N2 -0.246 0.320 1.569
N3 2.046 0.535 1.878
C4 2.493 0.371 0.577
N4 3.847 0.488 0.473
N5 1.710 0.165 -0.414
H1 -0.609 0.889 5.330
H2 -1.165 -0.432 4.284
H3 -1.309 1.262 3.762
H4 1.442 0.166 5.609
H5 2.675 0.335 4.395
H6 1.725 -1.163 4.472
H7 -1.137 0.140 2.010
H8 2.730 0.859 2.536
H9 4.427 0.340 1.280
H10 4.272 0.276 -0.413
H11 2.198 0.026 -1.289
Cl1 -0.389 -1.835 -3.734
C5 -0.323 -0.113 -3.678
C6 -0.362 0.541 -2.458
C7 -0.317 1.920 -2.489
Cl2 -0.387 2.713 -0.903
C8 -0.241 2.685 -3.639
Cl3 -0.193 4.403 -3.572
C9 -0.205 2.004 -4.852
Cl4 -0.112 2.890 -6.323
C10 -0.245 0.608 -4.872
Cl5 -0.198 -0.216 -6.380
S1 -2.671 -0.240 -0.456
C11 -2.230 -1.962 -0.626
S2 -0.576 -2.369 -0.291
C12 -3.167 -2.868 -1.020
C13 -2.821 -4.258 -1.167
N6 -2.544 -5.368 -1.285
C14 -4.527 -2.475 -1.287
N7 -5.611 -2.156 -1.505

=====

# 6
DFT (wB97M-V/def2-TZVPD) results for a structure of composition C4H7NO2.

For the LUMO energy (spin up / spin down), the calculation gives -0.57 / -0.57 eV. Its gap between HOMO and LUMO (spin up / spin down) is 8.95 / 8.96 eV.

Element x y z (Å)
N1 -1.834 -1.248 1.205
C1 -0.597 -1.282 0.481
O1 0.595 -1.150 1.110
C2 -0.133 -0.192 -0.381
C3 0.550 1.035 0.018
C4 1.617 1.583 -0.836
O2 0.321 2.151 -0.834
H1 -2.189 -2.198 1.222
H2 -2.507 -0.659 0.725
H3 -0.210 -0.357 -1.472
H4 -0.534 -2.132 -0.222
H5 0.613 1.183 1.087
H6 1.919 1.093 -1.764
H7 2.389 2.171 -0.340

=====

E for every record listed, in sequence, given in eV: -266266.6127 -12326.1102 -184235.6256 -8736.8730 -140730.8372 -9841.8228.